The following is a DFT calculation (ωB97M-V/def2-TZVPD) of a 10-piece molecular cluster, C18H52BrN4O10 overall at a distorted geometry.

ORCA input file:
```
! wB97M-V def2-TZVPD RIJCOSX def2/J DEFGRID3
* xyz 1 1
C 0.25059 -2.11286 2.53958
C 0.36588 -0.67818 2.07103
Br -0.32445 0.46345 3.51065
C 1.82868 -0.28045 1.80500
N 2.14828 -0.06635 0.40108
C 1.64277 0.95580 -0.29265
N 0.82643 1.87005 0.22837
C 0.51005 2.70621 -0.76152
C -0.33827 3.91915 -0.72958
C -1.63709 3.70909 0.07547
C -1.48033 3.79193 1.67439
O -1.72749 2.57071 0.73638
N 1.14698 2.31791 -1.87043
N 1.87370 1.21925 -1.60536
C 2.71107 0.52323 -2.56833
H -0.79538 -2.30754 2.74546
H 0.62427 -2.78510 1.77676
H 0.77324 -2.24508 3.47977
H -0.26509 -0.52227 1.20696
H 2.47025 -1.08168 2.14939
H 2.06306 0.60022 2.38671
H 2.76153 -0.70044 -0.07097
H -0.76020 4.10038 -1.71582
H 0.14721 4.79701 -0.32934
H -2.51791 4.15483 -0.34737
H -1.08430 3.11021 2.44541
H -0.45448 4.22022 1.49901
H 1.10306 2.76228 -2.77715
H 3.07512 -0.37552 -2.10177
H 2.13741 0.31269 -3.46040
H 3.53741 1.15660 -2.86966
C 0.64395 -6.18167 0.70872
O 0.72134 -4.78241 0.40724
H 1.22260 -6.36121 1.61087
H -0.38906 -6.48481 0.87758
H 1.06497 -6.77164 -0.10817
H 0.20741 -4.63655 -0.38982
C 2.11061 1.22830 7.19914
O 1.83160 1.70922 5.88175
H 2.92331 1.82006 7.60467
H 1.23703 1.34305 7.84612
H 2.41545 0.18259 7.16932
H 1.11033 1.18405 5.52428
C 5.69882 0.09630 5.56623
O 5.05272 0.66317 6.69842
H 6.04530 -0.89537 5.84484
H 5.00271 0.00734 4.72548
H 6.55875 0.69823 5.26064
H 4.74869 1.53813 6.44691
C -3.66890 7.01063 1.87934
O -4.10344 6.20088 0.79369
H -3.41264 8.00217 1.51596
H -4.46711 7.10117 2.61914
H -2.78416 6.56737 2.34529
H -4.31536 5.33996 1.16302
C -3.60399 -7.41316 -0.55098
O -2.68941 -7.15755 0.51881
H -3.03229 -7.51615 -1.46742
H -4.15613 -8.33784 -0.36781
H -4.30467 -6.58454 -0.66453
H -3.20405 -7.06714 1.32356
C -0.76301 5.15962 -4.77085
O -0.14469 3.88232 -4.91011
H -1.08421 5.25572 -3.73682
H -0.05672 5.96056 -5.00003
H -1.63462 5.25193 -5.42023
H 0.14418 3.78678 -5.82040
C -2.21923 0.32615 -2.66821
O -2.18548 1.74280 -2.51283
H -2.51299 0.11418 -3.69215
H -1.23191 -0.11286 -2.48293
H -2.94625 -0.12312 -1.98866
H -1.92549 1.92244 -1.60750
C 3.73172 -2.10516 -5.66453
O 2.70744 -1.91904 -4.68016
H 4.66169 -2.30204 -5.13939
H 3.50014 -2.95572 -6.30682
H 3.85099 -1.20919 -6.27769
H 1.88779 -1.75397 -5.15230
C -4.99619 -4.34052 -3.03323
O -4.26154 -5.53703 -3.27291
H -5.25749 -4.31908 -1.97839
H -4.39437 -3.45736 -3.26756
H -5.91399 -4.31878 -3.62523
H -4.03212 -5.55694 -4.20445
*
```

For the energy above the lowest of the compared OMol25 structures with the same formula, charge and spin, the calculation gives 0.00 kcal per mole. The HOMO energy comes out at -11.44 eV. The orbital gap comes out at 8.92 eV. The LUMO energy comes out at -2.52 eV.


The following is a DFT calculation (ωB97M-V/def2-TZVPD) of a 7-piece molecular cluster, C54H120N7O3 overall at a distorted geometry.

ORCA input file:
```
! wB97M-V def2-TZVPD RIJCOSX def2/J DEFGRID3
* xyz 5 1
N 0.80375 1.13286 2.14285
O 0.77774 1.44326 3.35800
O -0.23727 1.24787 1.44616
O 1.87964 0.80483 1.60213
C -6.52295 5.61737 -0.38441
C -6.45020 4.93327 -1.74288
C -5.08519 4.54725 -2.28496
C -4.30135 3.69423 -1.29691
N -3.80609 2.36017 -1.96512
C -2.92941 1.44757 -1.11325
C -1.85398 0.95779 -2.15548
C -2.29709 1.39670 -3.54188
C -3.08761 2.66944 -3.25953
C -5.02605 1.55163 -2.32854
H -5.96617 6.55045 -0.32072
H -6.23941 4.95293 0.44317
H -7.56378 5.81455 -0.12372
H -6.91645 5.65245 -2.42428
H -7.14984 4.09738 -1.84692
H -4.46995 5.43584 -2.46003
H -5.28033 4.20602 -3.30198
H -4.91349 3.36244 -0.45938
H -3.33653 4.04217 -0.92983
H -3.53674 0.65593 -0.68174
H -2.44478 1.92387 -0.25999
H -1.86869 -0.13318 -2.07690
H -0.84181 1.23820 -1.87031
H -2.91433 0.66680 -4.06569
H -1.47789 1.60916 -4.22754
H -3.84697 2.93958 -3.98284
H -2.41753 3.50344 -3.05224
H -5.63087 1.33691 -1.44960
H -4.73409 0.60556 -2.77736
H -5.63131 2.10872 -3.03833
C 1.37714 -1.27659 -2.70268
C 0.79206 -1.00011 -4.08335
C 0.69483 -2.24750 -5.01762
C 0.16308 -1.76048 -6.35501
N 0.02171 -2.78655 -7.47066
C 1.40655 -3.50027 -7.62380
C 1.50580 -3.68253 -9.10801
C 1.05770 -2.35189 -9.65575
C -0.22189 -2.13192 -8.85278
C -1.08355 -3.75612 -7.14566
H 2.37899 -1.70687 -2.69775
H 0.67545 -2.00312 -2.28087
H 1.40345 -0.38527 -2.07570
H 1.32840 -0.21179 -4.61450
H -0.25148 -0.69401 -3.97981
H 0.02534 -2.99996 -4.58663
H 1.62272 -2.81774 -5.08610
H 0.85127 -1.01629 -6.76536
H -0.78705 -1.22324 -6.31872
H 1.30585 -4.37482 -6.98552
H 2.23730 -2.87457 -7.30152
H 0.86184 -4.51310 -9.40448
H 2.54124 -3.92690 -9.34892
H 0.97124 -2.30656 -10.73893
H 1.76762 -1.55060 -9.42722
H -1.01546 -2.68502 -9.35061
H -0.48751 -1.09311 -8.67630
H -1.10910 -4.51307 -7.92269
H -1.95627 -3.12282 -7.01403
H -0.84552 -4.23728 -6.19924
C -7.65076 -5.39420 3.61970
C -6.46436 -4.54977 4.17565
C -5.26433 -4.69825 3.21537
C -3.97368 -4.12895 3.85779
N -2.95454 -3.65335 2.81665
C -3.50874 -2.38577 2.17369
C -3.25306 -1.23977 3.13098
C -1.98597 -1.63921 3.86090
C -1.73208 -3.10914 3.53851
C -2.58009 -4.66068 1.79507
H -7.75990 -5.20142 2.55490
H -8.54509 -5.03510 4.12574
H -7.49702 -6.44085 3.86877
H -6.22023 -4.81306 5.20227
H -6.77822 -3.50315 4.11479
H -5.46883 -4.36808 2.19936
H -5.09087 -5.77889 3.19915
H -3.50180 -4.96690 4.36207
H -4.27522 -3.27200 4.45503
H -2.97978 -2.22515 1.23223
H -4.54957 -2.57223 1.91739
H -3.24637 -0.35097 2.49571
H -4.10158 -1.03896 3.79094
H -1.26533 -1.00167 3.32895
H -1.87921 -1.25213 4.87117
H -0.85379 -3.19254 2.90098
H -1.55243 -3.71372 4.42637
H -3.52238 -4.84990 1.27782
H -2.37521 -5.60794 2.29304
H -1.80005 -4.32856 1.12123
C 2.96314 3.20349 5.09654
C 3.95421 2.32953 5.87557
C 3.56335 0.85751 5.94131
C 3.64902 0.14519 4.59572
N 3.11291 -1.28869 4.55887
C 1.59154 -1.36076 4.86570
C 1.48611 -2.34012 6.03999
C 2.69587 -3.24666 5.90110
C 3.74617 -2.21953 5.55851
C 3.36712 -1.75378 3.15620
H 3.22593 3.00502 4.05074
H 3.05301 4.27909 5.23044
H 1.91878 2.91868 5.22448
H 4.04017 2.72915 6.88752
H 4.95288 2.42347 5.44406
H 2.58458 0.75105 6.42305
H 4.21409 0.34422 6.65438
H 4.69999 0.11272 4.30172
H 3.09683 0.58951 3.76710
H 1.20448 -1.84690 3.97028
H 1.24046 -0.33997 4.97359
H 0.54101 -2.87910 6.06544
H 1.58609 -1.74208 6.94824
H 2.59762 -4.03072 5.13670
H 3.00414 -3.90332 6.71556
H 4.74517 -2.54239 5.27927
H 3.78609 -1.63119 6.47654
H 2.98517 -2.76963 3.07093
H 4.44944 -1.73921 3.04024
H 2.92118 -1.07135 2.43425
C 3.82750 1.64877 -2.97549
C 5.28250 1.55823 -3.41598
C 5.88632 0.15327 -3.67759
C 6.66163 -0.45164 -2.51719
N 7.26789 -1.78693 -2.84270
C 6.23345 -2.79704 -3.22432
C 6.84912 -4.17096 -2.92975
C 7.81386 -3.91626 -1.74930
C 7.87653 -2.39669 -1.57123
C 8.29192 -1.71805 -3.95057
H 3.05562 1.42894 -3.71763
H 3.57906 2.64612 -2.61523
H 3.64733 0.94463 -2.15680
H 5.94045 2.04757 -2.68809
H 5.53512 2.17484 -4.28071
H 6.44692 0.11713 -4.61497
H 5.04493 -0.47600 -4.00460
H 5.97449 -0.54330 -1.67890
H 7.50852 0.21417 -2.34862
H 5.89292 -2.75591 -4.25505
H 5.38320 -2.66118 -2.55280
H 7.33886 -4.57794 -3.81188
H 6.06907 -4.86251 -2.62109
H 8.82445 -4.28721 -1.89387
H 7.36017 -4.34688 -0.86012
H 8.85896 -1.93057 -1.50447
H 7.29651 -2.01323 -0.73553
H 7.78339 -1.59480 -4.89921
H 8.88534 -2.62867 -3.93435
H 8.94887 -0.88161 -3.71989
C 1.52635 5.05967 1.08552
C 0.97309 5.68670 2.37890
C -0.10868 4.82107 3.02621
C -1.47391 4.87733 2.38971
N -2.60465 4.14237 3.11599
C -3.84438 4.18146 2.24639
C -4.98346 4.51673 3.21282
C -4.34177 5.43202 4.22472
C -2.91821 4.90672 4.39238
C -2.23226 2.73879 3.51595
H 2.46257 5.56054 0.84780
H 0.78127 5.06419 0.29217
H 1.80270 4.02367 1.30253
H 0.63213 6.71526 2.22861
H 1.79018 5.81349 3.09000
H -0.13771 4.98454 4.10549
H 0.25059 3.79816 2.87489
H -1.52033 4.47882 1.37187
H -1.86113 5.88969 2.23774
H -3.95307 3.18640 1.81649
H -3.84866 4.90973 1.43635
H -5.30195 3.57415 3.67173
H -5.88644 4.87574 2.72375
H -4.82857 5.45201 5.19755
H -4.29722 6.46357 3.86828
H -2.94733 4.19667 5.21763
H -2.19054 5.67354 4.63614
H -2.21966 2.13534 2.61251
H -3.02003 2.30344 4.13447
H -1.32465 2.76756 4.10738
*
```

For the energy above the lowest of the compared OMol25 structures with the same formula, charge and spin, the calculation gives 0.00 kcal per mole. The HOMO energy comes out at -17.86 eV. The orbital gap comes out at 8.64 eV. The LUMO energy comes out at -9.21 eV.


The following is a DFT calculation (ωB97M-V/def2-TZVPD) of C39H53N3O6ReSSi3 as an isolated structure at a distorted geometry.

ORCA input file:
```
! wB97M-V def2-TZVPD RIJCOSX def2/J DEFGRID3
* xyz 0 4
Re 0.23781 0.22452 0.32915
O -1.51542 3.28949 -1.06535
S -0.82690 2.18541 -0.50632
O 0.33170 2.45217 0.42592
O -0.19059 1.19019 -1.50029
O -1.66090 1.21399 0.35247
C -3.05429 0.30756 -2.44130
Si -2.39191 -1.30952 -1.83717
C -0.86066 -1.85321 -2.73188
C -3.69394 -2.58182 -2.32377
C -2.28706 -1.57185 0.01820
C -1.16154 -2.30507 0.47197
C -1.25399 -3.55902 1.12923
C -0.16360 -4.38584 1.18149
C 1.05738 -3.93983 0.64116
C 1.14462 -2.65385 0.18323
N 0.06836 -1.82144 0.16822
Si -3.74144 -1.27177 1.14505
C -4.52871 0.35718 0.71460
C -3.11546 -1.15838 2.89846
C -5.01915 -2.62918 1.07935
H -3.19336 0.21704 -3.52249
H -2.40535 1.17117 -2.25082
H -4.02655 0.50666 -1.98804
H -1.10480 -1.91705 -3.79656
H -0.56589 -2.84953 -2.39044
H -0.00954 -1.17514 -2.61495
H -3.78401 -2.62483 -3.41727
H -4.68183 -2.33615 -1.92038
H -3.42248 -3.58216 -1.96580
H -2.22514 -3.88725 1.48087
H -0.24938 -5.37979 1.60616
H 1.93266 -4.57436 0.61627
H 2.07328 -2.21632 -0.14056
H -3.77706 1.04642 0.31764
H -4.96491 0.80643 1.61122
H -5.32410 0.24796 -0.02912
H -2.36652 -0.35762 2.97983
H -2.65344 -2.08639 3.25396
H -3.94903 -0.91705 3.56546
H -5.61763 -2.58594 0.16651
H -5.69844 -2.52810 1.93291
H -4.56274 -3.62320 1.12589
C 6.31401 0.65784 0.44138
C 5.02133 -0.04270 0.00002
C 5.08550 -1.52111 0.41181
C 4.89340 0.04500 -1.52826
Si 3.52790 0.74342 0.83490
O 2.18661 -0.05561 0.29958
C 3.43035 2.56866 0.46704
C 3.31930 2.97935 -0.86883
C 3.19731 4.31940 -1.20502
C 3.17728 5.28567 -0.20714
C 3.26492 4.90358 1.12343
C 3.38748 3.55774 1.45409
C 3.69626 0.43063 2.67732
C 4.56332 1.14282 3.51629
C 4.70918 0.80574 4.85766
C 3.99324 -0.26098 5.39031
C 3.14070 -0.99422 4.57475
C 2.99819 -0.64845 3.23700
H 7.17698 0.22173 -0.07813
H 6.48885 0.54736 1.51600
H 6.29430 1.72791 0.20889
H 5.87314 -2.03054 -0.15622
H 4.14538 -2.04594 0.21594
H 5.31131 -1.63522 1.47571
H 5.65810 -0.58282 -2.00169
H 5.04307 1.06625 -1.88551
H 3.91501 -0.29763 -1.88290
H 3.28689 2.23884 -1.66112
H 3.10134 4.60986 -2.24406
H 3.07970 6.33259 -0.46688
H 3.22853 5.65280 1.90531
H 3.42078 3.27958 2.50020
H 5.15089 1.96487 3.11938
H 5.38708 1.37189 5.48556
H 4.11065 -0.52856 6.43425
H 2.58854 -1.83692 4.97910
H 2.32775 -1.23147 2.60900
C -0.95977 0.83309 6.69253
N -0.08872 0.96224 5.51764
N -0.05791 -0.08956 4.61416
C 0.08260 0.43207 3.35317
O 0.20421 -0.33431 2.36316
C 0.12398 1.84395 3.47221
C -0.02851 2.11572 4.79634
C -0.15306 3.43248 5.47827
C 0.37590 -1.38058 5.04802
C 0.16320 -2.49775 4.24899
C 0.62379 -3.73298 4.67915
C 1.27778 -3.87116 5.89612
C 1.49029 -2.74732 6.68116
C 1.05125 -1.50116 6.25767
H -1.18513 -0.21553 6.85020
H -1.89590 1.37058 6.54057
H -0.45449 1.21879 7.57528
H 0.23883 2.54115 2.65374
H 0.08036 4.22660 4.77427
H 0.52811 3.49791 6.32744
H -1.16899 3.59290 5.84626
H -0.33976 -2.40412 3.29765
H 0.46093 -4.59683 4.04544
H 1.62509 -4.84227 6.22559
H 2.01952 -2.82988 7.62249
H 1.28253 -0.62310 6.84525
*
```

For the energy above the lowest of the compared OMol25 structures with the same formula, charge and spin, the calculation gives 34.08 kcal per mole. The HOMO energy (alpha / beta) comes out at -7.23 / -6.85 eV. The orbital gap (alpha / beta) comes out at 7.38 / 5.96 eV. The LUMO energy (alpha / beta) comes out at 0.16 / -0.89 eV.


The following is a DFT calculation (ωB97M-V/def2-TZVPD) of C22H49N2O2P3Pr as an isolated structure at a distorted geometry.

ORCA input file:
```
! wB97M-V def2-TZVPD RIJCOSX def2/J DEFGRID3
* xyz 3 3
Pr 0.32025 0.23240 0.62585
P -1.62856 -1.68479 1.82574
P 1.18972 -1.83126 -1.17195
P -2.00421 0.23342 -1.17025
H 1.28891 2.71674 -0.39287
C 0.19991 2.91302 -0.39263
C -0.48315 2.97467 0.78983
H 0.06414 2.99322 1.74140
C -1.19129 -2.32770 3.48853
C -2.16502 -3.28018 1.12764
C -3.23977 -0.94398 2.29232
C 2.22033 -1.19956 -2.54165
C 2.36734 -3.03826 -0.46169
C 0.09578 -2.96561 -2.10620
C -3.20933 1.60224 -0.97298
C -3.18745 -1.09497 -1.59570
C -1.39355 0.68994 -2.83316
H -0.20010 3.21781 -1.36942
H -1.55033 3.18564 0.86646
H -1.25469 -1.53697 4.24452
H -0.17702 -2.74660 3.47792
H -1.90693 -3.12283 3.74204
H -1.28332 -3.90674 0.93552
H -2.73728 -3.16862 0.19770
H -2.79045 -3.77174 1.88925
H -3.06356 -0.07681 2.94717
H -3.82255 -1.69507 2.84973
H -3.81005 -0.61464 1.41323
H 2.65714 -2.04972 -3.08459
H 3.03418 -0.57344 -2.15899
H 1.63124 -0.58582 -3.23223
H 2.74533 -3.69765 -1.25808
H 1.88178 -3.65166 0.30866
H 3.21791 -2.51814 0.00012
H 0.70440 -3.73418 -2.61015
H -0.48589 -2.42890 -2.86991
H -0.61010 -3.46822 -1.42986
H -3.79531 1.67883 -1.90108
H -2.68627 2.54706 -0.78693
H -3.87689 1.38229 -0.13021
H -3.82818 -0.73509 -2.41712
H -3.82322 -1.33737 -0.73276
H -2.66516 -2.00475 -1.91943
H -2.27511 0.91031 -3.45251
H -0.80563 -0.10855 -3.30388
H -0.76285 1.58652 -2.77435
C 1.06004 1.57639 -5.73893
C 2.01440 1.89375 -6.72590
C 2.01892 3.20172 -7.22759
C 1.08556 4.16023 -6.78728
C 0.06643 3.75736 -5.92218
C -0.02015 2.42952 -5.50766
O 1.11895 0.52091 -4.85460
H 1.94123 -0.02223 -4.93595
H 2.72876 1.15532 -7.09153
H 2.75697 3.51614 -7.96759
H 1.14670 5.20078 -7.11341
H -0.67549 4.47640 -5.55577
H -0.86685 2.06876 -4.93399
C -0.64284 1.66778 4.49898
N 0.60286 1.01470 4.90722
C 0.99518 1.19736 6.29350
C 1.29978 0.31403 3.99099
O 0.95788 0.47497 2.75324
N 2.28318 -0.56810 4.25761
C 2.57182 -1.17152 5.55902
C 2.95121 -1.15530 3.10259
H -0.46747 2.49084 3.79534
H -1.10339 2.06398 5.41418
H -1.33158 0.94537 4.03082
H 0.76816 0.31881 6.90600
H 2.05253 1.45835 6.39586
H 0.40393 2.03288 6.67496
H 3.18993 -2.05744 5.35500
H 3.13959 -0.48412 6.20771
H 1.65466 -1.50256 6.07650
H 2.29294 -1.85782 2.56793
H 3.27964 -0.37438 2.41088
H 3.82137 -1.70716 3.47098
*
```

The HOMO energy (alpha / beta) comes out at -14.29 / -14.29 eV. The orbital gap (alpha / beta) comes out at 4.32 / 4.55 eV. The LUMO energy (alpha / beta) comes out at -9.96 / -9.74 eV.


Q: Which formula does entry 3 have?
A: C39H53N3O6ReSSi3


Q: What is the formula in the second record?
A: C54H120N7O3